Record 1
ORCA calculation (the ωB97M-V functional and the def2-TZVPD basis) on C24H53N4NiO7 as an isolated structure.

Structure (XYZ):
```
89
Properties=species:S:1:pos:R:3:forces:R:3:lowdin_spin:R:1
Ni 0.0942 0.0395 -0.0975 -0.5 -1.4 0.1 1.762
C -2.1406 -2.6578 2.7425 0.2 0.8 -0.4 0.000
C -1.7295 -3.1950 1.3557 -0.3 -1.3 0.6 0.001
C -2.3567 -4.6071 1.2301 0.1 -0.2 -0.3 0.000
C -3.7897 -4.5504 0.7694 -1.0 0.3 -0.1 0.000
C -3.9208 -3.7137 -0.4956 -0.4 -0.4 0.4 0.000
C -3.4479 -2.2786 -0.2864 -0.1 0.2 0.0 0.004
N -2.0813 -2.3400 0.2244 0.8 -0.5 -0.9 0.017
O -1.5387 -1.0690 0.3646 0.3 1.4 0.6 0.094
C -4.4364 -1.4725 0.5881 0.8 -0.7 0.0 0.001
C -3.4279 -1.6347 -1.6679 0.6 0.4 0.0 0.000
C -0.2283 -3.3982 1.3012 1.2 0.3 0.4 0.000
H -1.5710 -3.0926 3.5640 0.1 -0.1 -0.1 0.000
H -3.1968 -2.8325 2.9394 0.0 0.0 0.0 0.000
H -1.9507 -1.5804 2.7055 -0.1 0.0 0.3 0.000
H -2.2845 -5.1130 2.1963 0.0 0.1 0.1 0.000
H -1.7445 -5.2175 0.5567 -0.2 0.1 -0.2 0.000
H -4.4345 -4.0929 1.5296 0.2 0.1 0.1 0.000
H -4.2948 -5.5054 0.6026 0.5 -0.3 0.0 0.000
H -4.9764 -3.6980 -0.7848 0.0 0.1 -0.1 0.000
H -3.3842 -4.2105 -1.3089 0.2 0.2 0.0 0.000
H -4.4327 -1.8621 1.6041 -0.3 0.0 0.0 0.000
H -5.4201 -1.5900 0.1366 -0.2 0.4 0.2 0.000
H -4.0714 -0.4490 0.6531 -0.3 0.1 -0.2 0.000
H -3.1747 -0.5700 -1.6387 -0.2 0.0 0.3 0.000
H -4.3900 -1.7399 -2.1682 0.1 -0.2 -0.1 0.000
H -2.6048 -2.0920 -2.2203 -0.4 -0.4 -0.2 0.000
H 0.1732 -4.0872 2.0544 -0.5 0.0 0.2 0.000
H 0.2905 -2.4509 1.4620 -0.3 0.0 0.0 0.000
H 0.1458 -3.8086 0.3571 -0.5 0.1 -0.2 0.000
C 0.9474 -2.0723 -2.3427 0.0 -1.6 0.7 0.003
O 0.4103 -0.8288 -1.9777 0.1 0.6 -0.1 0.027
C -0.5134 -0.3478 -2.9616 0.2 0.3 0.3 0.001
C -0.9253 1.0922 -2.6692 0.3 0.2 -0.2 0.002
O -1.0700 1.2955 -1.2686 -0.6 -0.4 -0.3 0.024
C -2.0395 2.2484 -0.9036 -0.3 1.1 0.6 0.002
C -1.8206 3.6020 -1.5607 -0.4 0.4 0.4 0.001
O -0.4728 3.9859 -1.3675 0.0 0.0 -0.3 0.000
C -0.2009 5.2068 -2.0057 0.7 0.4 -1.1 0.000
H 1.5523 -2.0353 -3.2501 -0.3 0.2 -0.2 0.001
H 0.1672 -2.8429 -2.3783 -0.2 0.3 -0.6 0.000
H 1.5732 -2.5033 -1.5581 0.2 0.7 0.2 0.000
H -1.4031 -0.9679 -2.9383 0.1 -0.2 -0.2 0.000
H 0.0039 -0.4041 -3.9212 -0.3 0.1 -0.2 0.001
H -1.8620 1.2859 -3.1988 -0.2 -0.2 0.2 0.000
H -0.2250 1.8420 -3.0478 0.3 -0.2 0.0 0.000
H -1.9513 2.4434 0.1657 0.3 -0.5 0.1 0.000
H -3.0729 1.9201 -1.0537 0.1 -0.3 -0.3 0.000
H -2.4395 4.3444 -1.0363 -0.2 -0.2 0.1 0.000
H -2.1777 3.6669 -2.5962 0.6 -0.2 -0.2 0.000
H -0.9511 5.9847 -1.8390 -0.1 -0.1 0.3 0.000
H -0.0931 5.0856 -3.0963 -0.4 -0.2 0.0 0.000
H 0.7864 5.5895 -1.7364 -0.1 -0.2 0.6 0.000
C 2.2885 2.3209 -1.3194 -0.4 0.1 0.0 0.002
O 1.5391 1.4710 -0.8659 0.4 -0.1 0.0 0.015
N 3.4193 2.7163 -0.7359 0.6 -0.5 0.4 -0.001
C 3.8446 2.1874 0.5513 -0.2 0.8 0.5 0.000
C 4.2695 3.7369 -1.2813 -0.2 1.2 -1.0 0.000
H 2.0323 2.8628 -2.2414 0.2 0.0 -0.1 0.000
H 3.1564 1.4672 0.9847 -0.1 -0.2 -0.4 0.000
H 3.8611 3.0477 1.2291 0.2 -0.1 0.2 0.000
H 4.8547 1.7856 0.4864 0.0 -0.1 0.0 0.000
H 5.3372 3.5499 -1.1872 -0.1 -0.5 0.2 0.000
H 4.0598 3.8819 -2.3436 0.0 -0.3 0.0 0.000
H 4.0881 4.7312 -0.8567 0.0 -0.2 0.4 0.000
C 0.2351 1.7028 2.6659 0.0 -0.1 0.7 0.002
O 0.1317 1.2507 1.5388 0.0 0.2 -0.4 0.019
N 0.5310 2.9678 2.9746 0.0 -0.3 -0.1 -0.001
C 0.3926 3.4325 4.3446 0.3 0.1 -0.1 0.000
C 0.8072 3.9397 1.9395 -0.7 0.5 -0.2 0.000
H 0.0993 1.0873 3.5661 -0.1 -0.2 -0.1 0.000
H -0.3317 4.2462 4.3596 0.0 0.1 0.2 0.000
H 1.3537 3.7740 4.7298 0.0 0.2 0.0 0.000
H 0.0462 2.6331 4.9941 -0.1 -0.1 -0.1 0.000
H 0.7946 3.4571 0.9649 0.3 -0.1 0.1 0.000
H 0.0056 4.6868 1.9003 0.0 -0.1 0.1 0.000
H 1.7231 4.4998 2.1311 0.2 -0.3 0.0 0.000
C 2.6094 -1.8911 0.8422 -0.3 0.9 0.0 0.003
O 1.7976 -0.9932 0.6253 0.0 0.2 -0.1 0.017
N 3.7646 -2.0014 0.1959 0.1 -1.0 0.4 0.001
C 4.6927 -3.0588 0.5490 0.9 -0.3 -0.1 0.000
C 4.2350 -1.0795 -0.8107 -0.1 0.6 -0.2 0.000
H 2.4289 -2.6148 1.6437 0.1 -0.2 -0.2 0.000
H 4.4493 -3.6081 1.4557 -0.4 0.3 0.1 0.000
H 5.6821 -2.6226 0.7069 0.0 0.0 0.0 0.000
H 4.8025 -3.8063 -0.2403 -0.2 0.2 -0.2 0.000
H 4.7562 -1.6187 -1.6000 0.1 -0.1 0.1 0.000
H 3.4316 -0.5072 -1.2729 -0.2 -0.2 0.2 0.000
H 4.9139 -0.3557 -0.3512 0.1 -0.1 -0.1 0.000
```
Positions in Å, forces in eV/Å.

Calculated values
Total charge   +1
Total energy   -3199.9983 Eh
ΔE to the lowest compared entry with this formula, charge and spin   7.5 kcal per mole
Frontier orbital gap (spin up / spin down)   6.3899 / 6.2880 eV
HOMO level (spin up / spin down)   -8.2 / -8.1 eV
2S+1   3

---

Record 2
ORCA calculation (the ωB97M-V functional and the def2-TZVPD basis) on a 2-piece molecular cluster, C6H13N overall.

Structure (XYZ):
```
20
Properties=species:S:1:pos:R:3:forces:R:3:mulliken_charge:R:1
C 2.2610 -0.9107 -1.1021 0.1 0.0 0.0 -1.299
C 1.0952 -0.9988 -0.1624 0.3 -0.3 0.1 -0.079
N 0.5798 0.2239 0.4354 -0.3 -0.1 0.3 0.040
C 0.8560 1.1100 1.3520 0.1 0.2 -0.5 -0.508
C -0.2014 -0.3763 -0.4522 0.3 0.2 0.0 0.089
C -2.2685 0.2549 1.5521 -0.6 0.0 0.1 -1.010
C -0.8324 0.1843 -1.6731 -0.1 0.1 0.0 -1.184
H 3.2107 -0.9070 -0.5640 0.1 0.0 -0.2 0.338
H 2.2190 -1.7904 -1.7540 0.2 0.1 0.1 0.304
H 2.1747 -0.0171 -1.7278 0.2 -0.1 0.1 0.345
H 1.1317 -1.8344 0.5413 -0.1 -0.1 -0.2 0.395
H 0.1870 1.9500 1.4637 0.1 0.1 0.0 0.303
H -1.6369 0.4092 2.4643 -0.3 -0.5 -1.1 0.221
H 1.7870 1.0556 1.9001 -0.2 -0.2 0.0 0.240
H -1.9836 -0.5027 0.7937 0.6 0.7 0.8 0.271
H -3.2349 -0.1239 1.8479 -0.5 0.2 0.6 0.365
H -2.4554 1.2258 1.0658 0.2 -0.3 0.1 0.250
H -0.0852 0.7308 -2.2669 -0.2 0.0 -0.1 0.379
H -1.6361 0.8827 -1.4212 0.1 -0.1 0.0 0.253
H -1.2619 -0.6088 -2.2933 0.1 0.1 0.1 0.288
```
Positions in Å, forces in eV/Å.

Calculated values
Total charge   0
Total energy   -291.0143 Eh
ΔE to the lowest compared entry with this formula, charge and spin   90.7 kcal per mole
Frontier orbital gap (spin up / spin down)   7.6388 / 7.6396 eV
HOMO level (spin up / spin down)   -6.7 / -6.7 eV